Below is C9H11N4 as an isolated structure in a non-equilibrium geometry, with properties calculated with the ωB97M-V functional and the def2-TZVPD basis.

```
! wB97M-V def2-TZVPD RIJCOSX def2/J DEFGRID3
* xyz 1 1
C 2.71 -1.00 1.84
C 2.70 -2.37 1.64
C 1.66 -0.24 1.36
C 1.63 -2.92 0.94
C 0.64 -0.89 0.67
C -2.46 -0.08 -0.99
C -1.48 -0.81 -0.45
C -1.05 1.95 -1.07
C -2.44 1.41 -0.86
N 0.64 -2.21 0.45
N -0.50 -0.20 0.28
N -0.06 1.29 -0.58
N -0.90 3.08 -1.75
H 3.52 -0.53 2.38
H 3.49 -3.00 2.02
H 1.63 0.83 1.51
H 1.56 -3.99 0.76
H -3.25 -0.54 -1.56
H -1.39 -1.88 -0.55
H -3.15 1.88 -1.54
H -2.73 1.68 0.17
H 0.92 1.48 -0.63
H -1.70 3.57 -2.12
H 0.00 3.48 -1.91
*
```

Computed properties:
* energy relative to the best compared isomer or geometry (same formula, charge and spin): 1.7762 eV
* frontier orbital gap (spin up / spin down): 8.11 / 8.11 eV
* molecular weight: 175.2 g/mol
* E: -15463.7317 eV